{"formula": "C24H36BrInN4O8P", "method": "ωB97M-V/def2-TZVPD", "elements": ["In", "O", "C", "C", "C", "C", "C", "C", "C", "O", "N", "N", "C", "C", "Br", "C", "C", "C", "C", "C", "C", "C", "H", "H", "H", "H", "H", "H", "H", "H", "H", "H", "H", "H", "H", "H", "N", "N", "C", "O", "O", "H", "H", "H", "C", "O", "H", "H", "H", "H", "C", "C", "O", "P", "O", "C", "C", "O", "C", "C", "H", "H", "H", "H", "H", "H", "H", "H", "H", "H", "H", "H", "H", "H", "H"], "xyz": [[0.245, -0.395, -0.001], [-2.543, 1.681, 1.544], [-2.784, 2.859, 0.882], [-3.783, 3.691, 1.354], [-4.099, 4.851, 0.660], [-3.436, 5.176, -0.516], [-2.426, 4.341, -0.974], [-2.068, 3.200, -0.269], [-0.899, 2.371, -0.725], [-1.112, 1.007, -0.641], [0.264, 2.728, 0.129], [1.268, 1.827, 0.148], [2.468, 2.215, 0.336], [3.604, 1.319, 0.479], [3.136, -0.513, 0.634], [4.862, 1.746, 0.471], [6.137, 1.027, 0.592], [6.325, -0.088, 1.411], [7.567, -0.699, 1.487], [8.633, -0.210, 0.746], [8.461, 0.909, -0.058], [7.226, 1.531, -0.120], [-2.167, 1.078, 0.878], [-4.318, 3.410, 2.254], [-4.887, 5.497, 1.030], [-3.702, 6.068, -1.069], [-1.890, 4.584, -1.887], [-0.660, 2.660, -1.758], [0.542, 3.698, 0.048], [2.690, 3.280, 0.404], [4.957, 2.818, 0.308], [5.515, -0.465, 2.021], [7.702, -1.555, 2.137], [9.602, -0.690, 0.808], [9.291, 1.303, -0.629], [7.097, 2.414, -0.737], [-0.064, -0.704, 2.276], [0.697, -1.854, 2.585], [0.879, -2.844, 1.589], [1.198, -3.957, 1.933], [0.703, -2.418, 0.356], [0.207, 0.059, 2.882], [-1.066, -0.866, 2.371], [0.545, -2.250, 3.499], [2.212, -0.748, -2.800], [1.045, -1.128, -2.035], [2.129, -1.144, -3.807], [3.122, -1.109, -2.328], [2.231, 0.335, -2.838], [1.124, -2.059, -1.768], [-2.449, -5.517, -0.677], [-1.883, -4.232, -0.133], [-2.548, -3.127, -0.811], [-2.167, -1.598, -0.557], [-2.709, -1.264, 0.925], [-4.126, -1.315, 1.279], [-4.235, -1.115, 2.768], [-3.258, -0.900, -1.477], [-2.968, -0.637, -2.872], [-4.269, -0.345, -3.575], [-1.935, -6.368, -0.225], [-2.313, -5.561, -1.758], [-3.515, -5.595, -0.458], [-0.810, -4.169, -0.291], [-2.073, -4.144, 0.938], [-4.524, -2.279, 0.967], [-4.638, -0.529, 0.729], [-3.739, -1.924, 3.308], [-5.285, -1.105, 3.060], [-3.789, -0.160, 3.052], [-2.475, -1.507, -3.312], [-2.287, 0.214, -2.917], [-4.939, -1.203, -3.510], [-4.081, -0.124, -4.627], [-4.760, 0.517, -3.118]], "forces_ev_per_a": [[-0.130, 0.304, -0.323], [-0.079, 0.265, 0.009], [-0.010, -0.281, 0.041], [-0.104, 0.109, 0.056], [-0.008, 0.012, -0.013], [0.003, -0.004, 0.011], [0.067, 0.115, 0.061], [-0.055, -0.034, -0.017], [0.218, -0.147, 0.001], [-0.149, 0.110, -0.011], [-0.364, -0.074, 0.231], [0.101, -0.269, -0.072], [0.219, 0.096, -0.004], [-0.429, -0.258, 0.023], [0.196, -0.077, 0.020], [0.416, 0.219, 0.013], [-0.074, 0.030, 0.030], [-0.049, -0.027, 0.025], [-0.027, -0.025, 0.039], [0.022, 0.034, -0.021], [0.011, -0.022, 0.002], [0.021, 0.065, -0.084], [0.055, 0.021, -0.014], [0.028, 0.009, -0.064], [0.045, -0.040, -0.008], [0.009, -0.046, 0.026], [-0.046, -0.011, 0.037], [0.013, -0.105, -0.121], [0.106, 0.061, -0.016], [0.029, -0.002, -0.009], [0.030, -0.035, 0.024], [0.023, 0.014, -0.012], [-0.005, 0.048, -0.040], [-0.030, 0.006, -0.008], [-0.008, -0.002, 0.015], [0.018, -0.045, 0.035], [-0.078, -0.055, -0.275], [0.051, -0.045, -0.054], [-0.067, 0.027, -0.225], [-0.086, 0.254, -0.168], [0.382, -0.153, 0.422], [0.107, 0.150, 0.024], [-0.128, 0.020, 0.080], [-0.083, -0.045, 0.114], [-0.086, 0.053, 0.058], [0.103, -0.073, 0.205], [-0.050, -0.053, -0.075], [0.037, -0.033, 0.051], [-0.034, 0.085, 0.003], [0.025, -0.006, -0.123], [-0.090, -0.002, -0.076], [-0.079, 0.056, 0.009], [0.113, -0.157, -0.025], [-0.198, -0.107, 0.187], [-0.103, 0.012, -0.070], [0.048, -0.007, 0.008], [0.069, 0.018, 0.064], [0.006, -0.033, -0.026], [0.019, 0.020, 0.001], [-0.076, 0.003, 0.073], [-0.025, 0.051, -0.008], [0.003, -0.035, 0.047], [0.047, -0.017, -0.021], [0.061, 0.059, -0.057], [-0.009, 0.045, 0.045], [0.003, -0.062, -0.038], [0.033, 0.047, -0.032], [-0.031, 0.029, -0.012], [0.024, -0.008, 0.010], [-0.043, -0.035, -0.010], [-0.008, -0.044, 0.020], [0.027, 0.018, 0.038], [0.034, 0.055, -0.027], [-0.009, -0.008, 0.047], [0.024, -0.042, -0.047]], "e_lumo_ev": -3.02, "e_tot_ha": -4862.4387, "multiplicity": 1, "max_force_ev_per_a": 0.59, "orbital_gap_ev": 7.831, "charge": 1}